Here is 3 unconnected molecules or ions with the total composition C17H20BrF2O2P from the Open Molecules 2025 dataset. Energies are from the ωB97M-V functional and the def2-TZVPD basis.

Values from the calculation:
Multiplicity ... 1
Lowest unoccupied orbital energy ... 0.0170 hartree
E ... -3925.29738 Eh
M ... 405.22 g/mol

```
43
Properties=species:S:1:pos:R:3:forces:R:3:mulliken_charge:R:1
C 1.9330 0.3295 0.2991 0.02 -0.10 0.43 -0.918
C 0.8837 -0.6593 0.9810 -0.82 0.92 1.21 -0.534
P -0.3190 -1.4777 -0.2166 0.41 -0.60 -0.99 0.235
C -1.0855 -2.9289 0.7471 -0.24 1.29 1.38 -1.095
C -1.8036 -0.3089 -0.5331 0.40 -0.47 0.66 -0.373
Br -1.3610 1.0591 -1.9293 -0.09 -0.65 0.80 -0.141
O -2.1535 0.2728 0.7493 -2.66 0.27 -1.18 -0.040
C -3.4861 0.7704 0.7947 -1.36 1.96 -0.88 -0.028
O -4.0143 1.5773 0.0227 2.13 -2.72 1.83 -0.438
H 1.5276 0.7854 -0.6531 0.53 -0.72 0.98 0.219
H 2.1501 1.2068 0.9991 -0.24 -1.30 -0.86 0.299
H 2.8984 -0.2362 0.1203 -1.14 0.84 -0.08 0.281
H 0.2750 -0.0488 1.7340 0.76 -0.87 -0.85 0.319
H 1.3667 -1.5008 1.5858 -0.51 1.11 -1.00 0.396
H -1.4710 -3.7507 0.0790 0.54 0.99 0.78 0.298
H -1.9074 -2.4716 1.4028 0.86 -0.99 -0.86 0.380
H -0.2808 -3.2764 1.4784 -1.06 0.14 -1.19 0.284
H -2.6378 -0.9325 -0.9941 0.91 0.96 0.76 0.455
H -4.1161 0.4171 1.6804 1.36 0.07 -0.76 0.377
F -0.7647 7.5602 0.8342 0.05 0.11 -0.04 -0.315
C -1.2143 6.4068 1.3547 -0.25 -0.62 0.25 0.350
C -2.0332 5.5902 0.5919 -0.01 0.08 -0.15 -0.575
C -2.4945 4.3934 1.1287 0.11 0.09 0.19 -0.059
C -2.1403 4.0338 2.4262 -0.01 -0.02 -0.05 -0.485
C -1.3211 4.8645 3.1841 -0.11 -0.03 -0.25 -0.377
C -0.8502 6.0557 2.6440 0.12 0.15 0.09 -0.436
H -2.3048 5.8918 -0.4126 0.04 0.01 0.05 0.417
H -3.1291 3.7416 0.5377 0.09 0.13 0.03 0.334
H -2.5048 3.1023 2.8468 0.03 0.07 -0.02 0.372
H -1.0495 4.5845 4.1958 0.01 0.05 -0.08 0.370
H -0.2044 6.7108 3.2162 -0.04 0.00 -0.05 0.403
F 1.6538 -4.6565 -0.1563 -0.09 -0.01 0.19 -0.272
C 2.2262 -4.4856 -1.3624 0.40 0.12 -0.82 0.379
C 1.6720 -3.5835 -2.2552 -0.23 -0.03 0.01 -0.024
C 2.2662 -3.4031 -3.4992 0.24 -0.28 0.14 -0.613
C 3.4009 -4.1347 -3.8395 0.01 0.04 -0.05 -0.423
C 3.9452 -5.0415 -2.9355 -0.22 0.19 -0.02 -0.438
C 3.3583 -5.2147 -1.6869 0.04 -0.13 0.21 -0.398
H 0.7835 -3.0289 -1.9755 0.17 -0.05 -0.03 0.309
H 1.8453 -2.6940 -4.2029 -0.01 -0.05 0.09 0.372
H 3.8612 -3.9964 -4.8119 -0.03 -0.02 0.09 0.365
H 4.8264 -5.6135 -3.2031 -0.07 0.04 0.06 0.358
H 3.7735 -5.9099 -0.9671 -0.05 0.02 -0.01 0.408
```
Positions in Å, forces in eV/Å.